Computed, not measured: a cluster of 8 separate species, C32H88N8O8 in total, with ωB97M-V with the def2-TZVPD basis set.

Last column: Löwdin charge in e.
CARTESIAN COORDINATES (ANGSTROEM)
C -3.13416 0.59176 -4.72172  -0.068
C -2.73893 0.47466 -6.20386  -0.394
C -1.36886 1.08444 -6.44206  -0.242
O -1.45017 2.48917 -6.44463  -0.177
C -0.17079 3.07487 -6.43397  -0.116
N -2.69064 -0.99063 -6.49590  0.031
H -2.40094 0.14579 -4.05337  0.058
H -4.10719 0.11681 -4.58500  0.071
H -3.28811 1.65957 -4.51813  0.080
H -3.44053 0.97127 -6.87508  0.140
H -0.92302 0.74985 -7.38790  0.129
H -0.69343 0.72029 -5.65253  0.104
H 0.42009 2.72827 -7.29063  0.088
H 0.35004 2.78896 -5.51395  0.083
H -0.19926 4.15944 -6.51066  0.085
H -2.27937 -1.46624 -5.68526  0.012
H -3.66012 -1.28166 -6.38237  0.060
C 2.36132 6.93143 4.66386  -0.066
C 2.96384 5.81763 3.80538  -0.431
C 2.69921 6.06032 2.31857  -0.220
O 3.34458 5.04858 1.56300  -0.192
C 3.44829 5.37213 0.19353  -0.118
N 4.40682 5.70949 4.05446  0.035
H 1.27146 6.88872 4.60249  0.074
H 2.77003 7.92534 4.49706  0.078
H 2.56830 6.68277 5.70688  0.074
H 2.58407 4.83418 4.09043  0.130
H 3.05347 7.04921 2.00393  0.123
H 1.61597 6.05726 2.13619  0.123
H 2.51067 5.24523 -0.35339  0.079
H 4.17638 4.78624 -0.37155  0.086
H 3.85336 6.38214 0.06738  0.086
H 4.73355 4.78490 3.80318  0.066
H 4.92418 6.32765 3.43681  0.072
C -0.02823 0.27731 -1.30613  -0.057
C 0.33490 0.64063 0.13202  -0.380
C 0.21947 2.15872 0.33185  -0.185
O -1.09210 2.58392 -0.00216  -0.202
C -1.29948 3.96277 0.21410  -0.106
N -0.54356 -0.06586 1.07284  0.074
H 0.01733 -0.81358 -1.39264  0.060
H 0.69539 0.69785 -2.01017  0.077
H -1.01934 0.53703 -1.68337  0.073
H 1.34724 0.27696 0.31823  0.134
H 0.98135 2.73922 -0.20583  0.127
H 0.30791 2.46290 1.38466  0.095
H -2.37115 4.10583 0.07786  0.088
H -0.85366 4.59891 -0.55850  0.087
H -0.93226 4.26339 1.19809  0.083
H -1.50055 0.24351 0.90253  0.056
H -0.21848 0.38314 1.93620  0.038
C -2.28942 -5.08236 0.78761  -0.051
C -1.55287 -3.80821 0.38445  -0.425
C -2.48287 -2.83818 -0.32616  -0.198
O -2.80712 -3.37432 -1.60377  -0.197
C -3.71905 -2.55284 -2.29696  -0.129
N -0.97023 -3.15733 1.57027  0.038
H -1.57534 -5.83406 1.12577  0.079
H -2.94277 -5.42075 -0.01401  0.077
H -2.92723 -4.93397 1.66620  0.077
H -0.67432 -4.05868 -0.21583  0.123
H -1.94567 -1.89983 -0.51228  0.097
H -3.37336 -2.59600 0.26717  0.130
H -3.34412 -1.53828 -2.45212  0.062
H -4.66185 -2.45607 -1.74684  0.090
H -3.96920 -2.97780 -3.26693  0.092
H -1.71096 -3.17370 2.27382  0.065
H -0.82486 -2.15049 1.43952  0.021
C 2.44918 -1.57716 4.78808  -0.054
C 1.11869 -1.09534 5.38066  -0.446
C 0.21750 -0.44305 4.33773  -0.162
O 0.94179 0.41980 3.44777  -0.243
C 1.12891 1.73550 3.89405  -0.126
N 0.42795 -2.13134 6.12573  0.042
H 2.86581 -0.81701 4.12158  0.071
H 2.24831 -2.38622 4.07401  0.069
H 3.15825 -1.89421 5.54878  0.077
H 1.38709 -0.30354 6.09228  0.133
H -0.49553 0.21145 4.84558  0.125
H -0.27055 -1.17830 3.69560  0.117
H 0.26802 2.38647 4.07785  0.089
H 1.66684 2.21826 3.07267  0.081
H 1.83138 1.83750 4.72836  0.093
H 1.04679 -2.54848 6.80934  0.072
H 0.21008 -2.86591 5.45398  0.076
C 5.41655 -4.09332 3.76569  -0.066
C 4.42379 -4.21383 2.60463  -0.448
C 4.49957 -2.98314 1.69277  -0.213
O 3.65879 -3.13036 0.56382  -0.198
C 2.29697 -2.83425 0.78195  -0.107
N 4.60156 -5.49201 1.87929  0.054
H 6.44541 -4.00848 3.41722  0.077
H 5.30798 -5.00440 4.35779  0.076
H 5.12080 -3.29920 4.45276  0.062
H 3.44389 -4.14313 3.08492  0.116
H 5.50175 -2.89866 1.25734  0.126
H 4.37313 -2.02583 2.21176  0.118
H 2.19215 -1.91863 1.37470  0.079
H 1.78764 -3.65200 1.30367  0.076
H 1.79815 -2.72106 -0.18081  0.073
H 3.87258 -5.38695 1.17412  0.064
H 5.48354 -5.43960 1.37660  0.074
C 0.90261 -3.13596 -3.31999  -0.037
C 0.00430 -2.24343 -4.18422  -0.428
C 0.60687 -2.04929 -5.58726  -0.204
O 1.97690 -1.73321 -5.58703  -0.170
C 2.26538 -0.50998 -4.92894  -0.092
N -1.34560 -2.78914 -4.33615  0.050
H 1.30988 -3.92250 -3.95640  0.089
H 0.30396 -3.52585 -2.49659  0.064
H 1.71742 -2.54440 -2.89833  0.071
H -0.08772 -1.28054 -3.67198  0.099
H 0.02297 -1.33233 -6.17381  0.098
H 0.48055 -2.99477 -6.12300  0.132
H 1.91145 0.28738 -5.59032  0.084
H 3.34450 -0.41601 -4.81775  0.092
H 1.84950 -0.40510 -3.92520  0.064
H -1.25741 -3.68121 -4.82031  0.095
H -1.80787 -3.03961 -3.47035  0.036
C -4.28907 0.39371 -0.59169  -0.071
C -5.23781 0.15644 0.59102  -0.403
C -4.77757 0.99346 1.76707  -0.203
O -3.38193 0.86387 1.97454  -0.208
C -2.88194 1.77369 2.92020  -0.098
N -6.57350 0.62969 0.18046  0.030
H -3.31863 -0.09252 -0.48644  0.047
H -4.08871 1.46897 -0.66854  0.087
H -4.75144 0.16287 -1.55169  0.069
H -5.21340 -0.91463 0.79101  0.133
H -5.29027 0.71115 2.69325  0.129
H -5.03719 2.04457 1.59315  0.128
H -1.80203 1.65153 3.00729  0.063
H -3.40326 1.68439 3.87387  0.096
H -2.93727 2.80266 2.54106  0.088
H -6.87788 0.01768 -0.57211  0.068
H -6.54415 1.52521 -0.29780  0.072

Maximum force   2.013 eV Å⁻¹
Structure (SMILES)   COC[C@H](C)N.COC[C@H](C)N.COC[C@H](C)N.COC[C@H](C)N.COC[C@H](C)N.COC[C@H](C)N.COC[C@H](C)N.COC[C@H](C)N
HOMO-LUMO gap   9.26 eV
ΔE to the lowest compared entry with this formula, charge and spin   30.9 kcal per mole
E_LUMO   0.319 eV
E_tot   -62907.4280 eV
Highest occupied orbital energy   -8.9 eV